No. 1
The following is a quantum chemistry calculation of 2 unconnected molecules or ions with the total composition C3H9NO3 in a non-equilibrium geometry, from the OMol25 dataset.

For the strongest force on any atom, the calculation gives 0.075 Eh/bohr. For the orbital gap, the calculation gives 10.248 eV. Its HOMO energy is -9.449 eV. Its structure (SMILES) is CC(=O)ON.CO. Its total energy is -10887.0499 eV. The energy above the lowest of the compared OMol25 structures with the same formula, charge and spin is 340.7 kJ/mol.

```
! RIJCOSX wB97M-V def2-TZVPD def2/J DEFGRID3
* xyz 0 1
C 1.15168 -1.89819 -0.23441
C 1.60769 -0.64034 0.36566
O 2.21441 -0.45309 1.38441
O 1.12016 0.45538 -0.33226
N 1.29557 1.68054 0.23234
H 0.57622 -2.44635 0.49703
H 2.08278 -2.53799 -0.45069
H 0.51434 -1.60966 -1.00629
H 1.75746 2.23200 -0.48468
H 1.70425 1.40651 1.09986
C -2.05004 0.86647 -0.13542
O -3.10187 -0.09916 0.20736
H -1.44162 0.59193 -1.08355
H -1.29078 0.81758 0.72433
H -2.49821 1.84831 -0.25713
H -3.64204 -0.21395 -0.52657
*
```

natural (NBO) atomic charge list, values in e, 5 entries: -0.719, 0.772, -0.602, -0.394, -0.538

No. 2
The following is a quantum chemistry calculation of 2 unconnected molecules or ions with the total composition C3H9NO3, from the OMol25 dataset.

For the strongest force on any atom, the calculation gives 0.014 Eh/bohr. For the orbital gap, the calculation gives 9.982 eV. Its HOMO energy is -9.303 eV. Its structure (SMILES) is [NH3+][O-].CC(=O)CO. Its total energy is -10887.1201 eV. The energy above the lowest of the compared OMol25 structures with the same formula, charge and spin is 334.0 kJ/mol.

```
! RIJCOSX wB97M-V def2-TZVPD def2/J DEFGRID3
* xyz 0 1
N -2.20383 0.69826 0.35343
O -1.73915 0.16511 -0.81424
H -2.54536 1.65901 0.19525
H -2.96764 0.12076 0.74159
H -1.39648 0.71762 1.03998
C 1.78894 0.89745 -0.49063
C 0.87712 0.06234 0.35625
O 0.24444 0.53359 1.28577
C 0.80726 -1.40977 -0.00574
O -0.47397 -1.93571 0.14934
H 1.40547 0.90095 -1.50938
H 2.79001 0.46851 -0.50539
H 1.82895 1.91637 -0.11405
H 1.18254 -1.55433 -1.03023
H 1.47460 -1.94417 0.68019
H -1.07289 -1.29598 -0.33214
*
```

natural (NBO) atomic charge list, values in e, 5 entries: -0.391, -0.730, 0.374, 0.373, 0.426